Entry 1:
The following is a quantum chemistry calculation of the molecule C2H3N3O3, from the OMol25 dataset.

Orbital gap: 9.029 eV
E_HOMO: -0.342 Eh
ΔE to the lowest compared entry with this formula, charge and spin: 5.6814 eV
Largest force on an atom: 6.2 eV/A
Lowest unoccupied orbital energy: -0.29 eV

Last column: natural (NBO) charge in e.
Element x y z (Å)
N  2.03  0.43  -0.17  -0.18
H  3.63  -0.28  -0.30  0.50
C  0.81  0.52  0.15  0.52
H  -2.42  -1.76  -0.32  0.49
N  -1.28  -0.30  0.59  0.06
O  2.68  -0.74  -0.09  -0.50
C  -1.22  0.97  0.22  0.24
O  -1.96  -0.90  -0.61  -0.58
O  0.21  -0.71  0.76  -0.37
N  -0.12  1.52  -0.09  -0.42
H  -2.37  1.27  -0.13  0.23

***

Entry 2:
The following is a quantum chemistry calculation of the molecule C2H3N3OS, from the OMol25 dataset.

Orbital gap (spin up / spin down): 8.502 / 8.501 eV
E_HOMO (spin up / spin down): -0.317 / -0.317 Eh
ΔE to the lowest compared entry with this formula, charge and spin: 4.9938 eV
Largest force on an atom: 3.5 eV/A
Lowest unoccupied orbital energy (spin up / spin down): -0.11 / -0.11 eV

Last column: natural (NBO) charge in e.
Element x y z (Å)
N  1.35  0.93  0.11  -0.19
H  -1.79  -0.54  -1.10  0.22
N  -0.38  -0.54  0.29  -0.35
H  -2.37  -0.07  0.66  0.23
H  -1.42  1.00  -0.13  0.24
C  0.51  -1.31  0.12  0.61
S  2.60  -0.01  -0.02  0.78
O  1.39  2.15  0.10  -0.36
N  1.77  -1.50  0.11  -0.75
C  -1.65  -0.11  -0.13  -0.44

***

Entry 3:
The following is a quantum chemistry calculation of the molecule C2H3N3OS, from the OMol25 dataset.

Orbital gap: 10.009 eV
E_HOMO: -0.365 Eh
ΔE to the lowest compared entry with this formula, charge and spin: 2.8753 eV
Largest force on an atom: 5.3 eV/A
Lowest unoccupied orbital energy: 0.09 eV

Last column: natural (NBO) charge in e.
Element x y z (Å)
H  -3.07  -0.49  0.14  0.36
O  -0.03  -1.02  -0.04  -0.35
C  -1.15  -0.37  -0.04  0.61
N  -2.20  -1.02  -0.22  -0.66
S  2.56  -0.55  -0.05  0.26
N  1.03  -0.10  -0.64  -0.30
H  2.25  -0.63  1.19  0.09
N  -0.77  0.96  0.17  -0.48
C  0.47  1.12  -0.18  0.25
H  0.90  2.08  -0.33  0.22

***

Entry 4:
The following is a quantum chemistry calculation of a structure of composition C2H3N3OS, from the OMol25 dataset.

Orbital gap: 9.310 eV
E_HOMO: -0.360 Eh
ΔE to the lowest compared entry with this formula, charge and spin: 4.8503 eV
Largest force on an atom: 6.8 eV/A
Lowest unoccupied orbital energy: -0.50 eV

Last column: natural (NBO) charge in e.
Element x y z (Å)
N  -2.40  -1.76  -0.13  -0.25
S  1.85  -0.77  -0.49  0.19
H  0.70  1.98  0.28  0.47
C  -0.61  0.14  -0.42  0.14
H  0.65  0.03  1.43  0.43
O  -0.15  2.37  -0.19  -0.48
N  0.56  0.01  0.31  -0.85
H  1.87  -2.39  0.25  0.11
N  -0.95  1.40  -0.61  0.02
C  -1.51  -0.99  -0.43  0.23

***

Question: Which value of ΔE to the lowest compared entry with this formula, charge and spin does entry 1 give?
Answer: 5.6814 eV

***

Question: Among the records above, which one has the lowest ΔE to the lowest compared entry with this formula, charge and spin?
Answer: number 3